Entry 1:
Entry from the Open Molecules 2025 dataset: C28H26Cl2N4O12STi as an isolated structure at a distorted geometry (wB97M-V/def2-TZVPD).

ORCA input file:
```
! RIJCOSX wB97M-V def2-TZVPD def2/J DEFGRID3
* xyz 0 1
Ti -0.271 -0.268 0.677
C 1.378 -3.806 -3.645
N 1.654 -2.799 -2.620
C 2.876 -2.007 -2.764
C 0.793 -2.530 -1.637
O 0.995 -1.657 -0.794
C -0.470 -3.388 -1.548
O -1.425 -2.745 -0.738
C -1.849 -3.418 0.417
C -0.989 -3.053 1.626
O -0.171 -2.117 1.522
N -1.137 -3.696 2.769
C -2.067 -4.807 2.957
C -0.374 -3.292 3.953
H 2.302 -3.997 -4.184
H 1.053 -4.748 -3.206
H 0.632 -3.462 -4.362
H 3.722 -2.681 -2.893
H 2.802 -1.347 -3.629
H 3.024 -1.410 -1.870
H -0.906 -3.541 -2.536
H -0.188 -4.371 -1.155
H -2.874 -3.101 0.620
H -1.847 -4.499 0.263
H -2.771 -4.885 2.136
H -1.522 -5.746 3.058
H -2.636 -4.633 3.869
H 0.215 -2.411 3.725
H -1.071 -3.066 4.760
H 0.280 -4.109 4.259
O -4.929 0.525 4.611
C -4.018 0.292 3.879
C -4.108 -0.126 2.386
O -5.105 -0.435 1.783
C -2.720 -0.107 1.952
C -1.828 0.191 2.934
O -0.571 0.218 2.626
C -2.508 0.370 4.239
O -2.039 0.472 5.338
O -2.180 -0.360 0.758
Cl 4.398 0.483 1.852
C 3.223 1.699 1.493
C 3.615 3.061 1.499
C 2.726 4.041 1.182
Cl 3.228 5.691 1.210
C 1.380 3.717 0.854
C 0.382 4.637 0.471
C -0.885 4.182 0.218
C -1.153 2.809 0.290
N -0.229 1.921 0.582
C 1.028 2.369 0.882
C 1.950 1.353 1.171
O 1.472 0.095 1.042
H 4.634 3.314 1.751
H 0.630 5.682 0.361
H -1.673 4.859 -0.076
H -2.146 2.426 0.082
N -0.931 0.157 -1.461
C -0.226 1.194 -2.214
C 1.159 1.256 -2.156
C 1.802 2.400 -2.587
C 1.062 3.477 -3.075
C -0.304 3.340 -3.268
C -0.953 2.187 -2.839
S 1.843 5.084 -3.190
O 0.930 5.868 -3.996
O 1.891 5.476 -1.782
O 3.144 4.821 -3.770
H -0.943 -0.721 -1.967
H -1.908 0.414 -1.351
H 1.714 0.460 -1.675
H 2.875 2.513 -2.479
H -0.854 4.174 -3.686
H -2.035 2.110 -2.902
*
```

As for the energy relative to the best compared isomer or geometry (same formula, charge and spin): 22.1 kcal per mole. Its HOMO energy is -0.29186 hartree.

Entry 2:
Entry from the Open Molecules 2025 dataset: C28H26FeN9SSe2 as an isolated structure (wB97M-V/def2-TZVPD).

ORCA input file:
```
! RIJCOSX wB97M-V def2-TZVPD def2/J DEFGRID3
* xyz 2 2
Fe -0.899 -0.342 0.164
C 5.171 3.121 0.545
C 5.263 1.762 0.822
C 4.311 0.883 0.337
C 3.226 1.364 -0.421
C 3.134 2.746 -0.677
C 4.107 3.609 -0.214
N 2.218 0.540 -0.865
C 2.541 -0.702 -1.309
C 3.783 -0.900 -1.959
C 4.083 -2.075 -2.608
C 3.159 -3.114 -2.621
C 1.961 -2.977 -1.947
C 1.633 -1.799 -1.274
N 0.428 -1.788 -0.483
N 0.114 -2.953 -0.154
C -1.041 -3.091 0.614
C -1.379 -4.350 1.073
C -2.484 -4.462 1.902
C -3.186 -3.315 2.234
C -2.782 -2.093 1.716
N -1.729 -1.983 0.905
H 5.930 3.800 0.908
H 6.086 1.385 1.414
H 4.370 -0.174 0.564
H 2.323 3.113 -1.297
H 4.054 4.662 -0.455
H 4.471 -0.068 -2.004
H 5.027 -2.176 -3.127
H 3.376 -4.032 -3.149
H 1.262 -3.797 -1.932
H -0.774 -5.198 0.788
H -2.784 -5.425 2.291
H -4.046 -3.355 2.887
H -3.312 -1.179 1.932
N -0.431 1.644 -0.258
N 0.164 2.315 0.821
C 0.674 1.623 1.849
N 1.414 2.292 2.727
S 0.378 -0.036 2.048
H 0.252 1.580 -1.017
H -1.287 2.118 -0.536
H 0.456 3.269 0.660
H 1.652 3.264 2.612
H 1.796 1.801 3.518
Se -4.429 -0.396 -0.832
Se -3.989 1.874 -0.677
C -3.567 1.958 1.203
C -4.167 2.991 1.913
C -3.945 3.069 3.277
C -3.173 2.089 3.878
C -2.619 1.103 3.083
N -2.771 1.042 1.751
C -3.017 -0.773 -2.076
C -3.374 -1.206 -3.343
C -2.407 -1.288 -4.331
C -1.121 -0.873 -4.027
C -0.844 -0.481 -2.732
N -1.754 -0.476 -1.743
H -4.820 3.690 1.411
H -4.401 3.857 3.862
H -3.009 2.078 4.946
H -2.018 0.320 3.526
H -4.409 -1.435 -3.555
H -2.664 -1.626 -5.325
H -0.337 -0.855 -4.771
H 0.155 -0.168 -2.462
*
```

Its HOMO energy (spin up / spin down) is -0.47518 / -0.50135 hartree.

Entry 3:
Entry from the Open Molecules 2025 dataset: C28H26GaN3O2P as an isolated structure at a distorted geometry (wB97M-V/def2-TZVPD).

ORCA input file:
```
! RIJCOSX wB97M-V def2-TZVPD def2/J DEFGRID3
* xyz 1 1
Ga 1.248 0.754 -0.900
N 0.849 2.903 0.065
C -0.223 3.652 -0.611
C 0.060 3.710 -2.123
C 0.511 2.298 -2.387
O -0.297 1.361 -2.239
O 1.750 2.064 -2.442
H 0.680 2.925 1.072
H 1.740 3.372 -0.113
H -0.315 4.671 -0.214
H -1.159 3.110 -0.434
H 0.861 4.417 -2.345
H -0.843 3.972 -2.668
C -4.524 -1.204 -2.301
C -4.625 -0.126 -1.435
C -3.531 0.261 -0.681
C -2.336 -0.450 -0.772
C -2.219 -1.480 -1.702
C -3.312 -1.857 -2.459
P -0.923 -0.059 0.313
C -1.674 0.315 1.929
C -2.954 -0.088 2.304
C -3.471 0.311 3.525
C -2.724 1.113 4.373
C -1.439 1.490 4.018
C -0.919 1.090 2.802
C -0.276 -1.749 0.517
C -1.002 -2.664 1.244
C -0.636 -4.015 1.273
C 0.462 -4.441 0.577
C 1.252 -3.531 -0.156
C 2.393 -3.957 -0.867
C 3.163 -3.062 -1.554
C 2.823 -1.701 -1.573
C 1.706 -1.250 -0.916
C 0.897 -2.150 -0.185
H -5.390 -1.529 -2.855
H -5.558 0.414 -1.345
H -3.619 1.096 0.004
H -1.277 -1.997 -1.819
H -3.220 -2.667 -3.168
H -3.553 -0.696 1.641
H -4.469 0.005 3.805
H -3.145 1.450 5.306
H -0.850 2.093 4.691
H 0.087 1.368 2.509
H -1.879 -2.348 1.788
H -1.232 -4.717 1.837
H 0.734 -5.486 0.574
H 2.652 -5.005 -0.860
H 4.048 -3.393 -2.076
H 3.456 -1.002 -2.110
N 5.447 1.467 -0.682
C 5.320 1.335 0.668
C 3.984 1.249 0.913
N 3.311 1.322 -0.271
C 4.221 1.455 -1.214
H 6.314 1.566 -1.187
H 6.163 1.320 1.326
H 3.468 1.127 1.843
H 3.991 1.565 -2.258
*
```

As for the energy relative to the best compared isomer or geometry (same formula, charge and spin): 19.6 kcal per mole. Its HOMO energy is -0.38957 hartree.

Entry 4:
Entry from the Open Molecules 2025 dataset: C28H26IIrN5O6 as an isolated structure (wB97M-V/def2-TZVPD).

ORCA input file:
```
! RIJCOSX wB97M-V def2-TZVPD def2/J DEFGRID3
* xyz 2 2
Ir -0.412 0.061 -0.174
N -1.199 1.047 1.501
C -2.668 0.982 1.764
C -3.502 1.208 0.515
C -3.346 0.025 -0.408
O -4.171 -0.804 -0.620
O -2.131 -0.042 -1.036
H -0.768 0.594 2.319
H -0.910 2.022 1.459
H -2.901 1.718 2.534
H -2.867 -0.004 2.180
H -3.202 2.126 0.003
H -4.551 1.292 0.791
O 5.031 3.734 1.934
C 4.969 2.378 2.295
C 3.746 1.775 1.668
C 3.464 0.420 1.802
C 2.317 -0.094 1.240
N 1.456 0.669 0.551
C 1.745 1.978 0.364
C 2.868 2.553 0.924
C 0.817 2.711 -0.525
C 0.994 4.028 -0.900
C 0.121 4.605 -1.815
C 0.293 6.033 -2.245
O 1.311 6.611 -1.468
C -0.902 3.819 -2.335
C -1.041 2.516 -1.911
N -0.207 1.977 -1.010
H 5.817 4.138 2.315
H 4.894 2.246 3.382
H 5.847 1.817 1.955
H 4.128 -0.243 2.341
H 2.072 -1.141 1.327
H 3.088 3.601 0.785
H 1.803 4.622 -0.503
H -0.665 6.551 -2.125
H 0.538 6.039 -3.314
H 1.465 7.518 -1.753
H -1.597 4.211 -3.067
H -1.825 1.870 -2.279
I 0.431 -0.756 -2.631
C -0.923 -2.347 -3.155
C -0.742 -2.892 -4.411
C -1.644 -3.891 -4.751
C -2.632 -4.254 -3.846
C -2.689 -3.612 -2.620
N -1.820 -2.654 -2.277
H 0.041 -2.572 -5.083
H -1.572 -4.375 -5.716
H -3.351 -5.024 -4.086
H -3.447 -3.855 -1.887
O -0.706 -1.018 3.007
C -0.488 -1.887 2.187
N -0.257 -1.670 0.806
C 0.219 -2.919 0.259
O 0.708 -3.052 -0.826
C 0.069 -3.948 1.308
C 0.325 -5.304 1.260
C 0.121 -6.020 2.435
C -0.307 -5.391 3.606
C -0.545 -4.022 3.645
C -0.353 -3.326 2.467
H 0.665 -5.782 0.352
H 0.301 -7.087 2.447
H -0.450 -5.984 4.499
H -0.870 -3.526 4.550
*
```

As for the energy relative to the best compared isomer or geometry (same formula, charge and spin): 0.0 kcal per mole. Its HOMO energy (spin up / spin down) is -0.52161 / -0.52114 hartree.

These records have DFT total energy values of -4372.6810 -8039.6642 -3663.3513 -2209.4055 Eh, in the order they appear.